Molecular formula: C12H14N2O2
Method: DFT, ωB97M-V with the def2-TZVPD basis set

XYZ file:
```
30
Properties=species:S:1:pos:R:3:forces:R:3:mulliken_charge:R:1
O 2.47380 1.48471 -0.12705 0.095 -0.046 -0.007 -0.59
C 1.68134 0.65366 0.24979 0.046 0.131 -0.059 0.08
N 0.40710 0.54005 -0.24662 -0.860 -0.648 0.129 0.24
N -0.05501 1.39619 -1.18536 0.493 0.733 -0.270 -0.96
C -1.20086 1.25357 -1.69587 -0.027 -0.335 0.285 0.43
C -1.71412 2.21244 -2.72905 -0.053 0.243 -0.130 -0.43
H -1.44585 3.23935 -2.49035 0.059 0.005 -0.026 0.34
C -3.22023 1.95448 -2.75459 0.048 -0.019 -0.130 -0.58
H -3.67700 2.22969 -3.70352 -0.060 0.056 0.023 0.32
C -3.32914 0.45666 -2.46668 -0.136 0.029 0.061 -0.80
H -4.32334 0.16624 -2.12936 0.001 -0.070 -0.055 0.34
H -3.09501 -0.10874 -3.37028 -0.021 -0.030 -0.020 0.31
C -2.25420 0.20467 -1.40755 0.107 -0.148 0.072 -0.69
H -1.85295 -0.81036 -1.45636 0.014 -0.016 0.093 0.44
H -2.65715 0.36333 -0.40205 0.009 -0.049 0.044 0.31
H -3.70809 2.52157 -1.95992 -0.042 0.033 0.013 0.28
H -1.26582 1.96691 -3.69488 -0.003 0.008 -0.059 0.23
H -0.17070 -0.24286 0.05207 0.228 0.199 -0.125 0.38
C 2.00442 -0.36625 1.28962 0.099 -0.054 0.161 0.36
C 3.32570 -0.80181 1.38200 -0.187 0.057 -0.029 -0.52
C 3.70114 -1.73278 2.32485 -0.048 -0.186 0.234 -0.56
C 2.75641 -2.23634 3.21699 -0.232 0.266 -0.219 0.97
C 1.44180 -1.78665 3.14983 0.074 -0.163 0.130 -0.59
C 1.06933 -0.86183 2.19242 0.146 0.055 -0.146 -0.61
H 0.04870 -0.50608 2.18308 -0.076 0.036 -0.006 0.44
H 0.71056 -2.15953 3.85555 -0.049 -0.021 0.058 0.27
O 3.16031 -3.15058 4.13339 0.089 -0.143 0.150 -0.55
H 2.42073 -3.40569 4.69854 0.079 0.066 -0.110 0.28
H 4.71862 -2.08165 2.39702 0.134 -0.036 -0.011 0.42
H 4.04948 -0.39239 0.69433 0.072 0.048 -0.051 0.43
```
Forces are in eV/Å.

## Properties
**Largest force on an atom**: 1.08 eV/Å
**Structure (SMILES)**: O=C(NN=C1CCCC1)c1ccc(O)cc1
**Kohn-Sham gap**: 9.31 eV
**Lowest unoccupied orbital energy**: 0.58 eV
**HOMO level**: -8.729 eV
**Charge**: 0
**Energy above the lowest of the compared OMol25 structures with the same formula, charge and spin**: 128.8 kJ/mol
**Electronic energy**: -725.6516 a.u.